(1)
C18H41ErN2O2P3 | ωB97M-V/def2-TZVPD

Positions of all 67 atoms, in Å:
Er 1.93069 0.22616 -0.27576
P -3.01206 -1.70692 -0.29798
P 1.00577 -1.56465 -2.31208
P -0.65324 1.21583 2.00390
H 2.53119 1.11932 -3.06196
C 2.87367 1.45057 -2.08389
C 3.86294 0.83527 -1.30917
H 4.27930 -0.16670 -1.53818
C -4.46051 -1.11086 -1.16985
C -2.56553 -3.34890 -0.89807
C -3.36931 -1.85910 1.45623
C 2.56915 -1.69288 -3.28843
C 0.88926 -3.37722 -2.05352
C -0.20914 -1.35932 -3.66722
C 0.01536 2.63542 2.97169
C -1.45130 0.39565 3.42889
C -2.09563 2.10039 1.28512
H 2.60097 2.48419 -1.88292
H 4.49942 1.44580 -0.68229
H -5.30018 -1.81685 -1.06448
H -4.22800 -0.99166 -2.23834
H -4.75655 -0.13099 -0.76557
H -3.45241 -4.00441 -0.88136
H -1.79995 -3.81035 -0.25815
H -2.19303 -3.29844 -1.93073
H -4.05240 -2.69892 1.66107
H -3.83175 -0.92471 1.81172
H -2.42295 -2.03484 1.99271
H 2.43737 -2.48433 -4.04255
H 3.40879 -1.95000 -2.61833
H 2.85075 -0.77128 -3.80714
H 0.89663 -3.91950 -3.01230
H -0.01964 -3.66079 -1.51503
H 1.75568 -3.72645 -1.47926
H -0.12805 -2.13801 -4.44558
H -0.06595 -0.37962 -4.14462
H -1.23420 -1.37891 -3.26815
H -0.61981 2.80720 3.84875
H 0.05792 3.54559 2.35589
H 1.03268 2.37121 3.29134
H -1.80769 1.17717 4.11335
H -0.71919 -0.23229 3.95187
H -2.29388 -0.22044 3.09651
H -2.54654 2.73643 2.06747
H -2.82911 1.35821 0.92454
H -1.75427 2.72573 0.44228
C 1.87016 2.88590 0.63837
C 0.87156 2.96594 -0.40625
C 0.39395 4.23531 -0.71600
C 0.94680 5.37182 -0.13580
C 2.02987 5.28636 0.75501
C 2.56968 4.04904 1.07022
O 2.04354 1.70037 1.23801
H -2.00076 -0.68793 -0.33887
H 0.46274 2.04643 -0.91365
H -0.41083 4.31336 -1.46374
H 0.48848 6.33067 -0.35979
H 2.46648 6.18649 1.17742
H 3.47776 3.91155 1.64564
N 0.80264 -2.22670 3.06932
C 1.27502 -2.41467 1.82768
N 1.23892 -3.66979 1.38759
O 1.70849 -1.45711 1.09891
H 0.54281 -3.03882 3.60819
H 0.91451 -1.32715 3.51402
H 1.66982 -3.93448 0.51797
H 1.01309 -4.39740 2.07535

Output
Expectation value of S²: 3.7530
Spin multiplicity: 4
Charge: +3
E_tot in eV: -81869.662
Relative energy (zero: lowest compared OMol25 entry of this formula, charge and spin) in kJ/mol: 111.7
Largest force on an atom in eV/A: 6.66

Atomic partial charges in e from the Löwdin method, atoms 1 to 2:
1 Er 1.319
2 P 0.884



(2)
C25H26Cl2N2O5 | ωB97M-V/def2-TZVPD

Positions of all 60 atoms, in Å:
C 3.51163 -1.37671 -1.00752
C 2.68196 -0.90817 0.14408
C 2.32649 0.39149 0.31108
C 2.55068 1.45741 -0.66749
O 3.04495 1.35360 -1.76998
O 2.07912 2.62531 -0.19172
C 1.96505 3.72831 -1.08918
C 0.50344 3.98774 -1.34345
C -0.10614 5.15571 -0.90889
C -1.45948 5.35628 -1.11870
C -2.21587 4.38508 -1.75133
C -1.61537 3.21229 -2.17733
C -0.26173 3.01577 -1.97649
H 0.20854 2.10162 -2.30938
H -2.20112 2.44921 -2.66779
H -3.27312 4.54011 -1.90761
H -1.92593 6.26918 -0.77874
H 0.47997 5.91081 -0.40514
H 2.44160 4.58538 -0.60648
H 2.49347 3.48302 -2.01808
C 1.52244 0.81387 1.51920
N 1.62601 -0.19874 2.54624
C 1.85450 -1.51210 2.34662
O 1.71126 -2.33748 3.22464
N 2.32698 -1.85922 1.07836
C 2.40460 -3.28234 0.79593
H 2.37910 -3.78988 1.76295
H 3.34662 -3.51927 0.30155
C 1.21330 -3.74075 -0.05437
H 1.12041 -3.09240 -0.92896
C -0.09828 -3.70635 0.73116
C -1.31226 -3.73958 -0.19219
H -1.30922 -4.66050 -0.77886
H -1.26317 -2.90015 -0.88970
C -2.62300 -3.63517 0.59203
C -3.76550 -3.26806 -0.31864
O -3.75305 -2.36473 -1.11356
O -4.82720 -4.05936 -0.14866
H -5.55314 -3.79656 -0.73734
H -2.85825 -4.56343 1.11051
H -2.53220 -2.83359 1.33039
H -0.13122 -4.54838 1.42406
H -0.14008 -2.79548 1.33065
H 1.40538 -4.75342 -0.41208
H 1.27904 0.03891 3.46349
C 0.07087 1.05879 1.12841
C -0.60740 0.10943 0.37385
C -1.93038 0.28607 0.01253
C -2.59944 1.43438 0.39570
C -1.93734 2.39670 1.13922
C -0.60814 2.21230 1.51077
Cl 0.17127 3.43794 2.43506
Cl -2.77031 3.82854 1.60655
H -3.62959 1.59247 0.12035
H -2.44577 -0.46518 -0.56658
H -0.07914 -0.77695 0.06074
H 1.93571 1.74342 1.92526
H 3.75712 -0.53526 -1.64550
H 2.98751 -2.11967 -1.60337
H 4.43379 -1.82224 -0.63625

Output
E_tot in eV: -64612.147
Largest force on an atom in eV/A: 0.78

Atomic partial charges in e from the Löwdin method, atoms 1 to 2:
1 C 0.012
2 C -0.167



(3)
C20H55FN3O10S | ωB97M-V/def2-TZVPD

Positions of all 90 atoms, in Å:
C 1.44382 -1.76206 3.21564
C 2.08607 -1.83036 2.01605
N 1.62642 -1.15572 0.78384
C 2.76992 -0.35028 0.20081
C 3.33782 0.73318 1.20030
C 3.16138 2.15699 0.55698
F 1.77452 2.44316 0.56778
C 1.25554 -2.17125 -0.26490
C -0.07627 -2.94342 0.00711
C -1.23673 -2.06942 0.61554
C -2.67911 -2.42926 0.08176
S -3.59511 -0.99590 -0.63709
C -3.27572 0.49812 0.31690
N -3.28732 1.77520 -0.02997
N -2.93159 2.47868 1.08112
C -2.69448 1.63515 2.06797
O -2.90870 0.34280 1.64428
H 0.35947 -2.00596 3.26537
H 1.96534 -1.53027 4.16602
H 3.01925 -2.44068 1.96893
H 0.89381 -0.47017 0.99836
H 3.58437 -0.99883 -0.18420
H 2.35511 0.21859 -0.67151
H 2.77477 0.77767 2.16293
H 4.42108 0.51644 1.33688
H 3.66100 2.92010 1.20466
H 3.55771 2.17658 -0.48616
H 2.07462 -2.93723 -0.25465
H 1.28653 -1.69073 -1.26908
H -0.43806 -3.30637 -0.99248
H 0.06555 -3.87308 0.61328
H -1.03972 -0.98995 0.41785
H -1.24320 -2.24005 1.72018
H -3.27481 -2.78869 0.95974
H -2.62593 -3.27097 -0.65039
H -2.35119 1.86347 3.10575
C 2.86893 -2.56250 -4.21871
O 2.76260 -1.65605 -3.12015
H 2.55365 -3.54971 -3.88642
H 2.22350 -2.23436 -5.03562
H 3.90416 -2.61149 -4.56134
H 3.04615 -0.79033 -3.43622
C 3.67970 -4.32735 5.35554
O 3.17082 -3.01276 5.56946
H 4.03890 -4.39852 4.33019
H 4.50695 -4.52266 6.04054
H 2.88816 -5.06374 5.51170
H 2.85984 -2.97265 6.48060
C -5.78857 -0.08209 4.12760
O -5.46141 -1.17927 3.28261
H -6.83126 -0.17158 4.42449
H -5.15708 -0.09663 5.02007
H -5.64654 0.85917 3.58924
H -4.53791 -1.08194 3.02774
C 0.49973 2.30949 5.00536
O -0.86919 1.91589 5.01194
H 1.03136 1.70571 4.27090
H 0.58358 3.36390 4.73326
H 0.93879 2.14629 5.99208
H -1.31927 2.46120 5.66699
C -4.70872 0.99685 -3.73949
O -5.13753 2.12431 -2.98858
H -5.46369 0.76474 -4.48884
H -3.76243 1.22479 -4.23786
H -4.58380 0.14034 -3.07447
H -4.45477 2.31151 -2.33159
C -5.62950 -2.23295 -5.93418
O -5.01278 -2.72079 -4.74750
H -5.02149 -2.51725 -6.79066
H -6.62515 -2.67072 -6.03728
H -5.70421 -1.14376 -5.89179
H -5.57092 -2.45539 -4.00885
C 5.60070 4.47599 3.53218
O 5.95338 3.38980 2.67884
H 4.55366 4.37227 3.81197
H 6.21741 4.45760 4.43324
H 5.74078 5.42359 3.00727
H 6.88087 3.50138 2.44415
C -2.35795 0.63322 -6.87901
O -3.43368 1.40085 -7.40079
H -2.18627 -0.22020 -7.53241
H -1.45299 1.24637 -6.84057
H -2.60890 0.27435 -5.87721
H -3.56775 2.14898 -6.80879
C 3.87048 4.28325 -2.77675
O 3.82910 3.07581 -3.53315
H 4.55253 4.14696 -1.93897
H 4.22867 5.10304 -3.40271
H 2.87161 4.51274 -2.39692
H 3.22154 3.21885 -4.26669

Output
Charge: +1
E_tot in eV: -60115.511
Largest force on an atom in eV/A: 2.51

Atomic partial charges in e from the Löwdin method, atoms 1 to 2:
1 C 0.089
2 C -0.122



(4)
C30H42Cl17FO4 | ωB97M-V/def2-TZVPD

Positions of all 94 atoms, in Å:
C -1.62260 1.27520 -1.51365
O -0.93176 0.10102 -2.06882
C -1.53050 -1.16831 -1.57548
C -1.23857 -1.42975 0.03563
C -2.36826 -1.90238 0.93293
C -2.14034 -2.13366 2.57373
O -2.75539 -3.11493 3.25757
C -1.08971 -1.03665 3.27388
C -1.27302 -0.43887 4.79997
Cl -2.71933 -1.02290 5.81286
C -0.15316 0.68354 5.31140
C 1.10461 1.18200 4.33120
C 1.27716 0.58212 2.79765
C 2.51663 1.17324 1.90119
C 3.89480 1.01640 2.82586
O 4.87289 1.94451 2.84827
F 4.02879 -0.22901 3.61736
C 0.16827 -0.53709 2.29137
C 0.25325 -1.17759 0.74864
O 1.39190 -1.50632 0.13320
H -2.64688 1.04587 -0.99121
H -0.89018 1.83209 -0.75488
H -1.86659 2.07453 -2.36566
H -2.71305 -1.03492 -1.66293
H -1.25069 -2.09590 -2.23276
H -3.43909 -2.07001 0.48338
H -0.30664 1.11301 6.40700
H 1.88703 2.01051 4.68727
H 2.42034 2.34320 1.68527
H 2.73161 0.59610 0.90584
Cl 2.80036 1.96714 -0.99537
C 2.97848 1.33580 -2.65141
C 3.98749 0.20114 -2.72736
Cl 5.65455 0.76445 -2.45016
H 3.25801 2.16869 -3.30418
H 1.99210 0.97753 -2.96098
H 3.96734 -0.24843 -3.72454
H 3.76826 -0.58318 -1.99589
Cl 1.95402 -2.56880 -3.24462
C 1.55016 -4.12392 -2.47566
C 0.64707 -4.97890 -3.35016
Cl -0.99056 -4.29355 -3.49753
H 1.09030 -3.91354 -1.50498
H 2.49631 -4.64391 -2.29800
H 0.53501 -5.97358 -2.90864
H 1.05702 -5.09813 -4.35812
Cl -2.82738 -5.74629 -1.09468
C -3.57727 -6.91414 -2.21117
C -2.85502 -8.25193 -2.21218
Cl -1.23740 -8.14190 -2.95003
H -3.59681 -6.46541 -3.20928
H -4.61096 -7.04994 -1.87924
H -3.42175 -8.98018 -2.79986
H -2.73938 -8.64861 -1.19850
Cl -4.36175 2.88330 -3.32438
C -4.26287 3.19086 -5.07607
C -3.23428 2.30251 -5.75735
Cl -1.56746 2.72628 -5.29329
H -4.03949 4.25229 -5.22245
H -5.25675 2.99265 -5.48846
H -3.30035 2.42189 -6.84284
H -3.39415 1.24574 -5.52079
Cl -4.61234 3.60641 2.53570
C -5.13322 2.68841 3.97053
C -3.98800 2.43884 4.93879
Cl -2.78945 1.29630 4.28206
H -5.58426 1.75146 3.62897
H -5.91140 3.28164 4.46007
H -4.37201 1.99759 5.86330
H -3.46719 3.36687 5.19526
Cl 9.39330 0.51711 -2.30827
C 8.87242 -0.40090 -0.87344
C 10.01764 -0.65046 0.09482
Cl 11.21619 -1.79300 -0.56191
H 8.42138 -1.33784 -1.21499
H 8.09424 0.19234 -0.38390
H 9.63363 -1.09172 1.01934
H 10.53845 0.27757 0.35130
Cl 0.64762 4.90877 -5.12640
C 1.58630 5.65104 -6.44576
C 0.72509 6.53012 -7.33843
Cl -0.43140 5.57935 -8.30372
H 2.06768 4.84849 -7.01333
H 2.37026 6.25282 -5.97628
H 1.35733 7.07310 -8.04719
H 0.15861 7.26389 -6.75622
Cl -1.51574 -0.12864 9.29547
C -2.67677 0.73054 10.33788
C -4.11624 0.49445 9.90949
Cl -4.49075 1.27475 8.35254
H -2.42146 1.79479 10.32542
H -2.52543 0.35656 11.35492
H -4.79941 0.92151 10.64962
H -4.33940 -0.57316 9.81639

Output
E_tot in eV: -255565.034
Largest force on an atom in eV/A: 9.88

Atomic partial charges in e from the Löwdin method, atoms 1 to 2:
1 C -0.129
2 O -0.255